Entry from the Open Molecules 2025 dataset: C6H8 in the gas phase at a distorted geometry (the ωB97M-V functional and the def2-TZVPD basis).

Results
Lowest unoccupied orbital energy, eV: -0.15
Frontier orbital gap, eV: 8.4
Charge: 0

Last column: natural (NBO) charge in e.
Positions of all 14 atoms, in Å:
C  0.107  1.004  0.736  -0.487
C  -0.918  0.064  1.266  0.137
C  0.966  1.387  -0.250  0.179
C  1.689  1.804  -1.280  -0.522
C  -1.188  -1.488  -0.268  -0.618
C  -0.424  -1.312  1.059  -0.557
H  0.125  1.943  1.270  0.266
H  2.731  1.698  -1.278  0.227
H  1.269  2.520  -1.840  0.217
H  -0.474  -1.288  -1.235  0.233
H  -1.917  -0.616  -0.555  0.249
H  -1.835  -2.368  -0.306  0.242
H  0.642  -1.404  0.803  0.205
H  -0.772  -1.943  1.878  0.230

---

Entry from the Open Molecules 2025 dataset: C6H8 in the gas phase at a distorted geometry (the ωB97M-V functional and the def2-TZVPD basis).

Results
Lowest unoccupied orbital energy, eV: 1.04
Frontier orbital gap, eV: 10.2
Charge: 0
SMILES: C#CC(=C)CC

Last column: natural (NBO) charge in e.
Positions of all 14 atoms, in Å:
C  1.366  -1.107  -0.306  -0.617
C  0.968  0.139  0.506  -0.419
C  -0.405  0.690  0.134  -0.123
C  -0.586  1.967  -0.207  -0.344
C  -1.468  -0.275  0.131  0.056
C  -2.368  -1.111  0.087  -0.275
H  1.255  -1.046  -1.468  0.217
H  0.679  -2.020  0.075  0.215
H  2.418  -1.389  -0.097  0.216
H  0.977  -0.111  1.566  0.217
H  1.684  0.996  0.317  0.206
H  -1.558  2.342  -0.484  0.207
H  0.254  2.684  -0.156  0.201
H  -3.217  -1.761  -0.098  0.244

---

Entry from the Open Molecules 2025 dataset: C6H8 in the gas phase (the ωB97M-V functional and the def2-TZVPD basis).

Results
Lowest unoccupied orbital energy (spin up / spin down), eV: -0.25 / -0.24
Frontier orbital gap (spin up / spin down), eV: 7.4 / 7.4
Charge: 0

Last column: natural (NBO) charge in e.
Positions of all 14 atoms, in Å:
C  -1.248  -0.899  -2.601  -0.184
C  -0.633  -0.191  -1.631  -0.448
C  -0.128  -0.030  -0.373  0.123
C  -0.099  -0.865  0.869  -0.452
C  0.933  0.142  1.438  -0.387
C  0.579  1.138  0.298  -0.447
H  -0.635  -1.633  -3.144  0.152
H  -1.096  0.828  -1.484  0.328
H  -1.056  -0.835  1.406  0.229
H  0.188  -1.909  0.724  0.225
H  0.761  0.500  2.455  0.211
H  1.955  -0.235  1.356  0.210
H  1.414  1.572  -0.267  0.223
H  -0.065  1.958  0.636  0.219

---

Entry from the Open Molecules 2025 dataset: C6H8 in the gas phase (the ωB97M-V functional and the def2-TZVPD basis).

Results
Lowest unoccupied orbital energy, eV: 1.12
Frontier orbital gap, eV: 10.0
Charge: 0
SMILES: CC#CC1CC1

Last column: natural (NBO) charge in e.
Positions of all 14 atoms, in Å:
C  2.708  0.587  -0.927  -0.680
C  1.425  0.611  -0.226  -0.002
C  0.381  0.451  0.356  -0.028
C  -0.850  0.007  0.972  -0.303
C  -2.187  0.186  0.297  -0.399
C  -1.521  -1.153  0.270  -0.395
H  3.454  0.069  -0.315  0.233
H  3.095  1.579  -1.173  0.230
H  2.597  0.024  -1.859  0.232
H  -0.859  -0.002  2.059  0.234
H  -3.050  0.297  0.948  0.217
H  -2.224  0.770  -0.617  0.223
H  -1.920  -1.963  0.873  0.215
H  -1.048  -1.459  -0.659  0.221

---

Entry from the Open Molecules 2025 dataset: C6H8BFO2 in the gas phase at a distorted geometry (the ωB97M-V functional and the def2-TZVPD basis).

Results
Lowest unoccupied orbital energy, eV: 0.26
Frontier orbital gap, eV: 8.7
Charge: 0

Last column: natural (NBO) charge in e.
Positions of all 18 atoms, in Å:
B  1.122  1.836  -0.217  1.098
C  -1.061  -1.788  0.874  -0.212
C  0.050  -1.513  1.794  -0.433
C  -1.308  -1.164  -0.252  -0.162
C  0.695  -0.383  1.670  0.520
C  -0.405  -0.197  -0.943  -0.493
C  -0.064  0.877  0.069  -0.545
O  1.986  1.437  -1.307  -0.915
O  1.325  2.912  0.636  -0.894
F  1.638  0.260  2.264  -0.304
H  -1.606  -2.593  1.229  0.206
H  0.348  -2.423  2.355  0.230
H  -2.282  -1.390  -0.831  0.206
H  0.605  -0.599  -1.307  0.242
H  -0.954  0.244  -1.812  0.216
H  -0.976  1.113  0.752  0.251
H  2.632  2.144  -1.645  0.492
H  2.166  3.490  0.539  0.498

---

Entry from the Open Molecules 2025 dataset: C6H8Br2N2 in the gas phase at a distorted geometry (the ωB97M-V functional and the def2-TZVPD basis).

Results
Lowest unoccupied orbital energy, eV: 0.29
Frontier orbital gap, eV: 8.5
Charge: 0
SMILES: NN/C(Br)=C/C=C\C=C\Br

Last column: natural (NBO) charge in e.
Positions of all 18 atoms, in Å:
C  -0.065  -2.037  1.247  -0.221
C  0.940  -1.916  0.426  -0.173
C  -1.275  -1.211  1.137  -0.237
C  0.963  -0.831  -0.544  -0.358
C  -1.403  0.126  0.932  -0.287
C  0.875  0.492  -0.422  0.186
N  0.173  2.642  -1.252  -0.671
N  0.762  1.383  -1.476  -0.509
Br  1.694  1.455  1.132  0.005
Br  -2.980  0.768  0.178  0.057
H  -0.152  -2.863  1.919  0.216
H  1.751  -2.619  0.233  0.221
H  -2.235  -1.774  1.042  0.216
H  0.825  -1.202  -1.526  0.217
H  -0.673  0.823  1.181  0.207
H  -0.442  2.419  -0.397  0.373
H  0.792  3.410  -1.354  0.378
H  0.449  0.934  -2.455  0.381

---

Entry from the Open Molecules 2025 dataset: a gas-phase ion, C6H8BrIN (charge +1) at a distorted geometry (the ωB97M-V functional and the def2-TZVPD basis).

Results
Lowest unoccupied orbital energy, eV: -4.17
Frontier orbital gap, eV: 8.6
Charge: +1
SMILES: C[N@H+]1CC=CC(I)=C1Br

Last column: natural (NBO) charge in e.
Positions of all 17 atoms, in Å:
C  -0.757  -1.688  -0.336  -0.274
C  0.474  -1.439  -0.799  -0.154
C  -1.643  -0.584  -0.055  -0.162
C  -1.156  0.672  -0.022  -0.019
C  1.072  -0.049  -0.860  -0.293
C  0.839  0.903  1.392  -0.445
N  0.266  0.961  0.020  -0.433
Br  -2.134  2.299  -0.146  0.163
I  -3.739  -0.958  0.191  0.300
H  -1.087  -2.715  -0.387  0.265
H  1.113  -2.216  -1.263  0.257
H  2.190  -0.030  -0.597  0.271
H  1.223  0.209  -2.042  0.277
H  0.910  -0.174  1.673  0.246
H  1.781  1.440  1.583  0.258
H  0.105  1.447  2.145  0.258
H  0.541  1.922  -0.497  0.486

---

Entry from the Open Molecules 2025 dataset: 2 unconnected molecules or ions with the total composition C6H8BrNO at a distorted geometry (the ωB97M-V functional and the def2-TZVPD basis).

Results
Lowest unoccupied orbital energy, eV: -0.36
Frontier orbital gap, eV: 10.3
Charge: 0

Last column: natural (NBO) charge in e.
Positions of all 17 atoms, in Å:
C  1.388  1.525  -1.008  0.211
C  -0.397  -3.368  1.056  0.505
C  -1.112  -0.138  -0.879  -0.630
C  -0.480  1.191  1.208  -0.622
C  1.243  0.230  -0.472  -0.247
C  -0.112  -0.042  0.259  -0.247
N  1.438  2.505  -1.597  -0.264
O  -0.690  -4.226  0.378  -0.493
Br  2.974  -0.051  0.790  -0.060
H  -2.048  -0.632  -0.592  0.228
H  -1.259  0.935  -1.149  0.221
H  -0.874  -0.733  -1.673  0.213
H  -1.330  0.886  1.863  0.231
H  0.483  1.541  1.693  0.228
H  -0.687  1.977  0.493  0.209
H  1.373  -0.603  -1.277  0.274
H  0.089  -0.996  0.907  0.244

---

It is found that the relative energy (zero: lowest compared OMol25 entry of this formula, charge and spin) values, taken in the order of the records, are 562.2; 181.9; 495.6; 158.8; 138.3; 146.6; 145.3; 1.3 kJ/mol.